Entry 1:
Here is a 2-piece molecular cluster, C9H14 overall in a non-equilibrium geometry from the OMol25 dataset. Energies are from ωB97M-V with the def2-TZVPD basis set.

The calculation puts the energy above the lowest of the compared OMol25 structures with the same formula, charge and spin at 41.8 kJ/mol. The HOMO-LUMO gap is 10.054 eV. Its total energy is -351.31425 a.u.

The geometry in ORCA input format:
```
! wB97M-V def2-TZVPD RIJCOSX def2/J DEFGRID3
* xyz 0 1
C -1.92892 1.42418 -1.74906
C 0.30934 -1.60606 -1.77070
C -0.30928 -0.43299 -2.14686
C 0.05879 -2.18458 -0.51915
C -1.24694 0.16131 -1.30470
C -0.81275 -1.56866 0.34970
C -1.42452 -0.37264 -0.03260
H 1.08686 -2.12578 -2.32658
H -0.05489 0.06436 -3.07279
H 0.51705 -3.13984 -0.30953
H -0.83942 -1.76072 1.41675
H -2.40724 1.28163 -2.72128
H -1.16820 2.17963 -1.96589
H -2.18319 0.09019 0.58632
H -2.60507 1.84955 -1.01526
C 1.66710 1.44385 1.75066
C 1.60297 0.08595 2.44718
H 2.14672 1.31655 0.77319
H 0.68569 1.82322 1.46109
H 2.14024 2.25267 2.31153
H 1.39659 0.13170 3.52041
H 2.56285 -0.40455 2.30368
H 0.80623 -0.50897 2.01388
*
```

---

Entry 2:
Here is C23H19CoN5O2S2 as an isolated structure in a non-equilibrium geometry from the OMol25 dataset. Energies are from ωB97M-V with the def2-TZVPD basis set.

The calculation puts the energy above the lowest of the compared OMol25 structures with the same formula, charge and spin at 10.5 kJ/mol. The HOMO-LUMO gap (spin up / spin down) is 6.616 / 6.622 eV. Its total energy is -3491.08739 a.u.

The geometry in ORCA input format:
```
! wB97M-V def2-TZVPD RIJCOSX def2/J DEFGRID3
* xyz 1 1
Co -2.70018 0.69460 0.39719
C -5.05989 -3.79109 2.50240
S -5.42460 -2.87534 0.99422
C -4.33687 -1.55702 1.13073
S -4.46526 -0.36346 -0.17450
N -3.47486 -1.47073 2.10008
N -2.73341 -0.32213 1.96711
C -1.93961 0.03013 2.91004
C -1.23880 1.29939 2.70117
C -0.33654 1.84736 3.58909
C 0.19146 3.10243 3.29702
C -0.20689 3.75718 2.14922
C -1.10322 3.13234 1.28898
N -1.60244 1.93560 1.55838
H -5.66132 -4.69594 2.44783
H -5.33950 -3.21355 3.37899
H -4.00610 -4.05205 2.54045
H -1.85145 -0.57733 3.80229
H -0.05798 1.31185 4.48510
H 0.90152 3.56123 3.97134
H 0.17259 4.73803 1.90231
H -1.41886 3.58264 0.35618
O -2.12941 1.79175 -1.18051
C -1.11723 1.02701 -1.22842
N 0.04687 1.11409 -1.85339
C 0.89854 -0.02661 -1.44523
C -0.04925 -0.78216 -0.44615
O 0.20300 -1.77903 0.16331
N -1.20306 -0.03120 -0.40106
C 2.08495 0.44186 -0.61200
C 3.00736 -0.51235 -0.18437
C 4.07079 -0.14007 0.61847
C 4.23017 1.18669 0.99960
C 3.31723 2.13737 0.57489
C 2.24272 1.76643 -0.22501
C 1.27589 -0.86844 -2.64812
C 0.47134 -1.92461 -3.06036
C 0.79124 -2.63668 -4.20647
C 1.91343 -2.29597 -4.94725
C 2.71664 -1.24075 -4.54086
C 2.40089 -0.53022 -3.39386
H 0.23130 1.71645 -2.63929
H 2.88713 -1.54557 -0.48138
H 4.78217 -0.88688 0.94398
H 5.06965 1.47634 1.61735
H 3.44272 3.17571 0.85327
H 1.53987 2.52197 -0.55074
H -0.40181 -2.21278 -2.48761
H 0.16523 -3.46254 -4.51530
H 2.16465 -2.85677 -5.83730
H 3.59577 -0.97635 -5.11253
H 3.04340 0.27917 -3.06926
*
```

---

Entry 3:
Here is a 4-piece molecular cluster, C4H19N2O3 overall in a non-equilibrium geometry from the OMol25 dataset. Energies are from ωB97M-V with the def2-TZVPD basis set.

The expectation value of S² is 0.7541. The calculation puts the energy above the lowest of the compared OMol25 structures with the same formula, charge and spin at 70.3 kJ/mol. The HOMO-LUMO gap (spin up / spin down) is 11.391 / 5.611 eV. Its total energy is -498.31722 a.u.

The geometry in ORCA input format:
```
! wB97M-V def2-TZVPD RIJCOSX def2/J DEFGRID3
* xyz 2 2
C 1.97550 0.32153 0.92986
N 1.48358 -0.86384 1.58525
C 0.87485 1.36646 0.72123
N -0.04117 0.81573 -0.36286
C 0.65067 0.80178 -1.72023
C 0.11766 1.58720 2.02993
H 2.51893 0.07049 0.00272
H 2.83771 0.72732 1.46212
H 1.11515 -1.59746 0.93747
H 2.08452 -1.29782 2.28674
H 1.21347 2.34274 0.38503
H -0.88217 1.33744 -0.61602
H -0.29002 -0.12082 -0.04958
H -0.06559 0.43632 -2.45162
H 1.44128 0.06498 -1.78938
H 1.05780 1.79264 -1.85818
H 0.52800 2.40583 2.62159
H -0.05619 0.66931 2.59375
H -0.86538 2.01532 1.82397
H -3.65193 0.38644 0.11023
H -3.22923 -0.90342 0.48956
O -2.89625 -0.17914 -0.06847
H -2.70634 -1.82081 -1.80426
H -1.81153 -0.75654 -2.30783
O -2.11977 -1.63599 -2.55157
H -0.24925 -2.19480 -1.19764
H 0.45740 -3.36703 -0.55238
O 0.50832 -2.40387 -0.64944
*
```

---

Entry 4:
Here is a 2-piece molecular cluster, C3H8OS overall from the OMol25 dataset. Energies are from ωB97M-V with the def2-TZVPD basis set.

The calculation puts the energy above the lowest of the compared OMol25 structures with the same formula, charge and spin at 93.5 kJ/mol. The HOMO-LUMO gap is 9.898 eV. Its total energy is -592.48244 a.u.

The geometry in ORCA input format:
```
! wB97M-V def2-TZVPD RIJCOSX def2/J DEFGRID3
* xyz 0 1
O 2.96061 2.19351 -0.47874
C 2.65470 1.04106 -0.35910
H 2.62368 0.35610 -1.21933
H 2.38865 0.61249 0.62573
C -0.67989 -1.37400 0.42468
C -1.32132 -0.20503 -0.32945
S -1.29803 1.34082 0.62831
H -1.07618 -2.33631 0.09947
H 0.39668 -1.40740 0.22910
H -0.81768 -1.23638 1.48622
H -2.35268 -0.44940 -0.58554
H -0.85887 -0.01967 -1.29873
H -2.61967 1.48423 0.77739
*
```

---

Entry 5:
Here is C11H26HgIN2O7PSi2 as an isolated structure in a non-equilibrium geometry from the OMol25 dataset. Energies are from ωB97M-V with the def2-TZVPD basis set.

The HOMO-LUMO gap is 2.224 eV. Its total energy is -2441.40275 a.u.

The geometry in ORCA input format:
```
! wB97M-V def2-TZVPD RIJCOSX def2/J DEFGRID3
* xyz 2 1
C 4.06932 1.71277 3.38573
C 3.26210 1.32763 1.97203
C 4.12607 0.28434 1.04293
N 3.29204 -0.62622 0.16544
Si 2.27901 0.41401 -0.94359
C 2.52249 -0.18223 -2.75340
O 3.38411 0.82541 -3.45752
N 2.48735 1.52563 -4.22332
O 2.35861 2.66470 -3.79119
O 0.62641 0.62825 -0.41885
Si -0.34843 -0.81907 -0.54429
C -1.87892 -0.52781 0.65284
C -3.32350 -0.83823 -0.05398
C -4.49888 -0.22722 0.95366
C -5.38006 0.97154 0.25768
O -5.05668 2.26308 0.93313
C -3.81797 2.81255 0.34498
C 0.48011 -2.44747 0.04597
C 1.02788 -2.45124 1.58721
O 0.47083 -1.86699 2.64811
O 2.33492 -3.14556 1.83554
P -1.05614 -1.21387 -2.63367
O -1.97479 0.22094 -3.13912
I -2.48623 -3.23800 -2.70680
H 4.84205 2.58771 3.13850
H 4.64649 0.79091 3.82738
H 3.31266 2.19744 4.17011
H 2.21954 0.85596 2.31127
H 3.06621 2.37823 1.44648
H 4.77565 0.94956 0.29670
H 4.89336 -0.27252 1.73955
H 3.96826 -1.20731 -0.37768
H 2.91292 1.75643 -0.86468
H 1.55207 -0.26137 -3.40099
H 3.13894 -1.20116 -2.83812
H -1.82337 -1.16913 1.62916
H -1.88569 0.62531 0.94073
H -3.49639 -0.32370 -1.09044
H -3.49459 -2.01953 -0.07557
H -5.17726 -1.11496 1.35867
H -3.94753 0.23128 1.87731
H -6.52755 0.77466 0.51225
H -5.29852 1.02750 -0.91311
H -3.45462 2.21100 -0.60468
H -4.04908 3.92245 -0.02560
H -2.92563 2.78402 1.12237
H -0.36163 -3.29239 -0.01006
H 1.33914 -2.84000 -0.68357
H 2.66006 -2.93324 2.76245
H -1.25761 0.94466 -3.11571
Hg -2.52755 -5.46873 -4.29226
*
```

---

Entry 6:
Here is a 2-piece molecular cluster, C3H12N2O overall in a non-equilibrium geometry from the OMol25 dataset. Energies are from ωB97M-V with the def2-TZVPD basis set.

The expectation value of S² is 0.7579. The calculation puts the energy above the lowest of the compared OMol25 structures with the same formula, charge and spin at 99.0 kJ/mol. The HOMO-LUMO gap (spin up / spin down) is 12.360 / 5.198 eV. Its total energy is -305.89495 a.u.

The geometry in ORCA input format:
```
! wB97M-V def2-TZVPD RIJCOSX def2/J DEFGRID3
* xyz 1 2
N -0.27696 -0.43044 -1.94151
C -0.18976 -1.45045 -0.92510
C -0.65512 -0.93630 0.40766
N 0.20193 0.11846 0.95668
C 0.02504 0.32326 2.40029
H -1.07661 0.19107 -1.85221
H -0.36285 -0.84388 -2.86366
H 0.80400 -1.89139 -0.80683
H -0.87391 -2.27814 -1.14362
H -0.60350 -1.82879 1.05235
H -1.68387 -0.57324 0.41746
H 1.16149 -0.18561 0.76940
H 0.59358 1.21510 2.65809
H 0.40614 -0.54117 2.94622
H -1.02609 0.48967 2.60392
H 0.64797 1.20391 -0.40457
H 1.39345 2.15113 -1.44844
O 0.66318 2.05082 -0.83168
*
```